47
Properties=species:S:1:pos:R:3 method="wB97M-V/def2-TZVPD" total_energy_ha=-6414.629844 total_charge=0 e_homo_ev="-7.48 / -7.49" e_lumo_ev="-0.58 / -0.50" e_above_lowest_kcal_mol=18.7 multiplicity=1
S 0.1824 -1.5197 -3.7390
C -1.7659 -0.5820 1.8628
H -1.9228 5.2160 3.7318
Br 3.6236 -2.1755 -3.4332
S -1.2351 -2.9639 -1.7651
H 1.4674 0.5864 -0.0957
C 3.3888 2.3178 0.7116
H 2.0373 -5.5886 -1.3697
C -2.5942 1.5724 4.5520
N -0.4334 -0.5904 -0.1198
H 5.5408 -0.1894 -2.6179
C -2.9765 -4.0571 -4.0515
C -0.6889 -1.0243 1.1189
C -2.1199 4.1712 3.9450
N 2.3967 -0.5557 -1.5266
C 1.5419 -3.5092 -1.1216
C -1.2674 0.2983 -0.6606
C -3.0939 2.0750 3.3603
C 3.4816 1.2539 -0.3507
S -3.9910 1.0381 2.2211
C 2.3980 0.4401 -0.6220
H -1.4378 2.0454 6.2971
H -2.7878 0.5504 4.8498
Ni 0.7161 -1.7901 -1.5361
C -1.1175 -2.6162 -3.4547
C -2.6123 0.3704 1.3090
H -1.0425 0.6059 -1.6757
N -1.5658 -2.6103 -6.9209
C -2.8683 3.4098 3.0583
C -1.7251 -2.8510 -5.8064
H -1.9449 -0.9815 2.8516
N -3.8165 -4.7832 -3.7457
H -3.2620 3.8441 2.1490
N -1.6010 3.6928 5.0759
H 2.6276 3.0587 0.4622
H 3.1205 1.8849 1.6761
C -2.3640 0.8042 0.0155
C -1.8512 2.4156 5.3655
H -3.0136 1.5247 -0.4616
C 3.5246 -0.7608 -2.2040
H 4.3394 2.8362 0.8280
N 1.8299 -4.6250 -1.2173
C -1.9205 -3.1564 -4.4163
H 5.5137 1.6388 -0.9319
C 4.6599 0.0146 -2.0283
H -0.0042 -1.7613 1.5212
C 4.6337 1.0259 -1.0899